[1]
Entry from the Open Molecules 2025 dataset: a molecular structure, C34H39N3O2P2PtSe3 in a non-equilibrium geometry (ωB97M-V with the def2-TZVPD basis set).

The geometry in XYZ format:
```
84
Properties=species:S:1:pos:R:3:forces:R:3
Pt 0.356256 0.035439 0.134501 -0.90 -0.34 -0.53
O -3.582750 0.583147 2.751993 0.10 -0.20 -0.14
C -2.608638 -0.403578 2.370595 -0.18 0.17 0.17
C -1.521951 -0.433385 3.430604 0.10 -0.06 0.06
C -2.223478 -0.678160 4.781268 0.20 -0.05 0.19
O -1.324876 -0.852063 5.876661 -0.11 0.06 -0.14
C -0.764334 0.884166 3.527211 -0.09 0.05 0.04
Se 0.166892 1.601424 1.957084 0.32 0.49 0.32
C -0.532363 -1.582235 3.194645 -0.09 -0.05 0.06
Se 0.012063 -2.023768 1.374235 0.16 -0.31 0.04
H -4.253722 0.614324 2.064570 0.02 0.02 -0.01
H -2.165272 -0.153041 1.411900 0.04 0.10 -0.12
H -3.067028 -1.396899 2.291538 -0.05 -0.02 0.02
H -2.882674 -1.549861 4.683320 0.01 -0.04 0.00
H -2.841439 0.178485 5.035293 -0.01 0.03 0.02
H -0.765816 -1.612945 5.691479 -0.02 -0.02 0.00
H -0.030461 0.791820 4.323927 0.02 0.02 0.06
H -1.459344 1.678184 3.796507 -0.02 0.01 0.01
H -0.968194 -2.523751 3.543779 -0.01 0.00 0.01
H 0.370165 -1.392131 3.775538 0.01 0.01 0.04
N 0.292129 0.469873 -2.708334 -0.14 0.02 -0.33
P -0.015669 -1.022564 -1.916572 0.36 0.74 -0.16
C -1.755790 -1.395642 -2.280374 -0.05 -0.10 0.05
C -2.211637 -1.572236 -3.589250 0.00 0.00 0.00
C -3.567335 -1.708038 -3.842611 0.03 0.01 0.07
C -4.478354 -1.677861 -2.789039 0.06 0.00 -0.03
C -4.029016 -1.519701 -1.487750 0.07 0.00 0.00
C -2.667930 -1.379695 -1.232183 -0.16 -0.02 -0.12
C 0.901960 -2.197057 -2.949637 -0.08 -0.22 0.22
C 0.455732 -3.517189 -3.030395 0.03 -0.05 -0.02
C 1.155576 -4.448598 -3.783433 0.01 0.07 0.03
C 2.309435 -4.067203 -4.456199 -0.02 0.00 0.00
C 2.765641 -2.759519 -4.366851 -0.05 0.06 0.07
C 2.071229 -1.824845 -3.607739 -0.01 -0.08 -0.11
P 0.054895 1.643393 -1.491325 0.04 -0.38 -0.10
C 0.977216 3.068731 -2.128094 0.00 0.09 0.18
C 0.494612 4.359997 -1.916519 0.01 0.04 -0.01
C 1.200237 5.456413 -2.392505 0.01 -0.06 0.02
C 2.393077 5.269563 -3.078047 -0.03 -0.02 0.01
C 2.888997 3.986776 -3.272438 -0.05 -0.04 0.05
C 2.190307 2.887516 -2.791558 0.01 0.05 -0.01
C -1.686788 2.166306 -1.630833 -0.03 0.08 0.03
C -2.239788 2.454730 -2.880232 -0.01 0.01 0.01
C -3.588304 2.752783 -3.001000 0.03 -0.01 0.08
C -4.392748 2.796077 -1.864656 0.06 -0.01 -0.06
C -3.842836 2.540156 -0.618208 0.08 -0.02 0.00
C -2.494768 2.211359 -0.498033 -0.11 0.04 -0.06
H 0.034273 0.633729 -3.677146 -0.03 -0.03 0.02
H -1.506386 -1.604829 -4.413826 0.00 0.00 0.03
H -3.916525 -1.838868 -4.859126 0.01 0.00 0.01
H -5.538032 -1.784193 -2.987688 0.03 0.01 0.00
H -4.735372 -1.505872 -0.665918 0.02 -0.01 -0.02
H -2.299944 -1.264819 -0.223316 0.00 -0.02 0.03
H -0.446475 -3.819586 -2.510444 0.02 0.03 -0.01
H 0.798635 -5.468770 -3.845916 0.01 0.02 0.00
H 2.852622 -4.791628 -5.050540 0.00 0.02 0.02
H 3.670449 -2.463450 -4.883163 -0.02 0.00 0.00
H 2.440049 -0.812334 -3.523719 0.00 0.00 -0.01
H -0.438373 4.511400 -1.386222 0.01 -0.01 -0.02
H 0.816175 6.455474 -2.228386 0.01 -0.03 -0.01
H 2.937365 6.125048 -3.458969 0.00 -0.02 0.02
H 3.827692 3.840352 -3.792126 -0.02 -0.01 0.01
H 2.593000 1.891006 -2.918282 -0.01 0.01 -0.02
H -1.614925 2.448626 -3.768609 -0.02 -0.02 0.02
H -4.011585 2.957320 -3.976501 0.01 0.00 0.02
H -5.445825 3.034667 -1.956375 0.04 0.00 0.00
H -4.459475 2.598957 0.271630 0.02 -0.01 -0.03
H -2.062865 2.000318 0.474033 0.00 0.00 -0.02
C 6.467723 -0.753858 -1.345557 -0.03 -0.04 0.23
N 5.962155 -0.754429 0.017972 0.25 -0.01 -0.18
C 6.699572 -1.030339 1.161084 -0.11 0.03 -0.26
C 5.854881 -0.914759 2.201987 -0.26 0.06 -0.05
N 4.617660 -0.567626 1.684864 -0.32 0.08 0.43
C 3.399465 -0.332589 2.468002 0.34 -0.07 -0.08
C 4.679775 -0.463727 0.343567 0.07 -0.05 -0.10
Se 3.313644 -0.024362 -0.822329 0.53 -0.02 0.19
H 7.504601 -1.079546 -1.323527 0.01 0.00 -0.02
H 6.398247 0.244424 -1.772030 -0.01 0.04 0.00
H 5.873962 -1.431154 -1.954922 -0.02 -0.03 -0.02
H 7.744141 -1.283571 1.124809 -0.03 0.01 -0.02
H 6.014176 -1.046421 3.257574 -0.02 0.01 -0.04
H 3.671228 -0.386251 3.520323 -0.03 0.00 0.00
H 2.647755 -1.082487 2.227165 -0.01 -0.05 -0.03
H 2.982482 0.644999 2.240049 0.02 0.05 -0.04
```
Positions in Å, forces in eV/Å.

Gap between HOMO and LUMO: 6.979 eV
E_LUMO: 0.4 eV
HOMO: -0.241 hartree
DFT total energy: -262322.5671 eV
Relative energy (zero: lowest compared OMol25 entry of this formula, charge and spin): 0.0 kcal per mole


[2]
Entry from the Open Molecules 2025 dataset: a molecular structure, C34H39N8S4SiTi in a non-equilibrium geometry (ωB97M-V with the def2-TZVPD basis set).

The geometry in XYZ format:
```
87
Properties=species:S:1:pos:R:3:forces:R:3
Ti 0.102694 0.019559 1.141885 2.04 0.84 -1.12
N 2.963768 2.016268 -1.834121 0.00 0.03 0.06
C 2.430199 1.107339 -1.010752 0.17 -0.02 -0.14
N 1.441527 1.340189 -0.212935 -0.51 0.34 0.32
C 0.912856 2.643918 -0.153577 -0.05 -0.09 0.61
N 0.095782 2.932447 0.793794 0.09 0.72 -0.26
N -0.132353 1.870638 1.629370 0.18 -0.61 0.07
C -0.294466 2.142253 2.936604 -0.36 0.20 0.88
C -0.373344 1.042257 3.786583 0.04 0.61 -0.47
C -0.518565 1.124430 5.194090 -0.07 -0.43 0.44
C -0.577264 -0.021086 5.930901 -0.01 0.54 -0.02
C -0.514571 -1.273107 5.271995 0.03 -0.21 -0.48
C -0.342196 -1.302449 3.918200 -0.13 -0.49 0.62
N -0.241171 -0.182355 3.163262 0.36 0.72 -0.57
C 1.396229 3.659031 -1.074393 0.23 -0.01 -0.31
C 0.894543 4.958667 -1.113278 -0.03 -0.01 0.00
C 1.457926 5.894313 -1.955693 -0.12 0.04 0.03
C 2.529719 5.548385 -2.774115 0.08 -0.08 0.00
C 3.037318 4.263329 -2.753862 0.06 -0.01 -0.09
C 2.467473 3.323321 -1.905349 -0.27 0.18 0.15
H 3.753102 1.771458 -2.408555 0.03 -0.11 0.02
H 2.867750 0.116872 -1.036731 -0.07 -0.04 -0.02
H -0.280409 3.162793 3.294466 -0.03 0.01 -0.10
H -0.585832 2.099991 5.656212 0.03 0.01 0.00
H -0.668794 0.020027 7.007603 -0.04 0.01 -0.01
H -0.598491 -2.197041 5.825445 0.04 -0.02 -0.02
H -0.264044 -2.252881 3.397411 0.03 0.05 -0.05
H 0.068782 5.213470 -0.463944 0.00 0.00 0.01
H 1.062628 6.900630 -1.980272 0.02 0.00 0.00
H 2.979305 6.290201 -3.419954 -0.02 -0.02 -0.03
H 3.876146 3.985987 -3.381571 -0.01 0.03 -0.01
C -3.109414 3.470956 -3.308166 0.34 0.06 -0.03
C -3.265061 3.748617 -1.811273 0.02 -0.22 0.25
S -3.769290 2.369103 -0.698076 -0.15 -0.22 -0.06
C -4.086085 0.935285 -1.769894 0.26 0.31 0.13
C -2.848351 0.114104 -2.214083 0.17 0.35 0.08
S -1.247551 0.958882 -1.934989 -0.32 -0.06 -0.13
C -0.499090 0.917698 -3.591856 -0.20 -0.05 0.30
C -1.123757 1.894908 -4.586175 0.00 0.30 0.24
S -1.393782 3.577272 -3.947354 -0.07 -0.12 -0.04
H -3.677822 4.210195 -3.869044 -0.07 -0.05 0.00
H -3.476947 2.489535 -3.593750 -0.08 0.07 -0.04
H -4.024803 4.511874 -1.653689 0.04 0.04 -0.05
H -2.328350 4.097918 -1.379996 0.05 0.07 -0.11
H -4.666570 1.280039 -2.622926 -0.05 -0.15 -0.02
H -4.753093 0.323373 -1.163192 0.00 -0.08 -0.06
H -2.907357 -0.117779 -3.277016 -0.02 -0.07 0.00
H -2.795696 -0.825898 -1.668928 -0.13 -0.05 -0.02
H -0.546295 -0.101682 -3.978188 0.14 0.00 -0.03
H 0.547113 1.172401 -3.413465 0.01 -0.01 -0.05
H -2.079253 1.530112 -4.962191 0.03 -0.07 -0.05
H -0.454125 2.014793 -5.438533 -0.06 -0.08 -0.07
C 1.936394 -4.438621 -2.016013 0.08 0.12 0.27
Si 2.788370 -4.575383 -0.345635 0.13 -0.16 0.04
C 4.653888 -4.692309 -0.603010 -0.26 -0.12 0.05
C 2.111070 -6.091458 0.542613 0.19 0.16 -0.11
C 2.625391 -3.103618 0.874984 -0.19 0.22 -0.15
C 3.392953 -3.146003 2.029635 -0.08 -0.06 -0.16
C 3.418091 -2.089104 2.942722 0.11 0.05 0.04
C 2.629700 -0.996852 2.698439 0.09 0.08 0.16
N 1.844472 -0.918176 1.611672 0.93 -1.14 0.21
C 1.848743 -1.931023 0.704967 0.40 -0.26 0.16
S 0.793590 -1.602929 -0.625369 -0.13 -0.23 -0.33
H 2.231878 -5.290399 -2.634844 0.04 -0.01 0.08
H 2.205367 -3.525724 -2.544540 0.02 0.04 -0.04
H 0.852460 -4.454961 -1.913312 -0.04 0.01 0.00
H 4.914092 -5.548036 -1.229157 -0.01 0.00 0.00
H 5.179878 -4.806195 0.346803 0.03 -0.01 -0.03
H 5.037309 -3.793509 -1.089941 -0.02 0.02 0.00
H 2.376574 -6.992092 -0.015801 -0.02 -0.01 0.01
H 1.022532 -6.056625 0.614916 -0.01 0.04 0.00
H 2.512489 -6.195802 1.552263 0.01 0.00 0.00
H 3.996435 -4.025470 2.228564 0.04 0.04 0.04
H 4.046342 -2.124093 3.820960 -0.03 0.01 0.02
H 2.603539 -0.149629 3.372746 -0.09 -0.02 0.02
N -6.380020 -3.056091 2.490862 0.04 0.03 0.00
C -5.399940 -2.532616 2.201352 -0.39 -0.19 0.14
C -4.181594 -1.896275 1.826781 0.84 0.33 -0.28
C -3.192814 -2.596153 1.137382 -0.49 -0.02 0.20
C -2.028311 -1.948440 0.789311 0.03 0.19 -0.17
N -1.775636 -0.649046 1.063994 -2.86 -1.38 0.35
C -2.745849 0.016856 1.732988 0.12 0.20 -0.39
C -3.930748 -0.555582 2.126090 -0.43 -0.18 0.02
H -3.340111 -3.633519 0.872834 0.06 0.00 -0.01
H -1.265914 -2.480132 0.238860 0.09 0.03 0.06
H -2.557843 1.058867 1.946058 0.13 0.04 0.07
H -4.663487 0.029625 2.663855 0.04 0.05 -0.02
```
Positions in Å, forces in eV/Å.

Gap between HOMO and LUMO (spin up / spin down): 5.091 / 5.102 eV
E_LUMO (spin up / spin down): -3.6 / -3.6 eV
HOMO (spin up / spin down): -0.318 / -0.318 hartree
DFT total energy: -122143.1876 eV
Total charge: +1
Relative energy (zero: lowest compared OMol25 entry of this formula, charge and spin): 24.6 kcal per mole


Number 1: molar mass 1015.61 g/mol. Number 2: molar mass 763.96 g/mol.